# 1
C2H5N3Si | ωB97M-V/def2-TZVPD

Structure (ORCA input):
```
! wB97M-V def2-TZVPD RIJCOSX def2/J DEFGRID3
* xyz 0 1
N -1.937 0.708 0.156
N -0.782 -1.199 -0.325
H 2.273 -0.674 -1.430
Si 1.884 -0.271 -0.047
H 2.389 1.028 0.373
C -1.897 -0.548 -0.269
N 0.213 0.102 0.048
H -2.828 -1.014 -0.690
H -0.483 1.988 0.785
H 1.823 -1.118 1.048
C -0.655 1.000 0.352
*
```

The energy above the lowest of the compared OMol25 structures with the same formula, charge and spin comes out at 127.17 kJ/mol. The calculation puts the highest occupied orbital energy at -0.3628 hartree. For the largest force on an atom, the calculation gives 5.0 eV/Å.

Here are the Mulliken charges for atoms 1 to 6, given in e: atom 1 (N): -0.574, atom 2 (N): -0.468, atom 3 (H): -0.041, atom 4 (Si): 0.138, atom 5 (H): -0.069, atom 6 (C): 0.020

=====

# 2
C2H5N4 | ωB97M-V/def2-TZVPD

Structure (ORCA input):
```
! wB97M-V def2-TZVPD RIJCOSX def2/J DEFGRID3
* xyz 1 1
C 0.681 -0.678 -1.321
H -1.832 0.630 0.119
C -0.775 0.434 -0.085
N 1.084 0.381 1.421
H 1.512 1.097 0.786
H -0.989 -1.564 -0.809
H -0.073 1.265 -0.386
H -0.506 -0.592 1.875
N 1.571 -0.480 -2.014
N -0.104 0.160 1.284
N -0.570 -0.652 -0.869
*
```

The energy above the lowest of the compared OMol25 structures with the same formula, charge and spin comes out at 304.72 kJ/mol. The calculation puts the highest occupied orbital energy (spin up / spin down) at -0.5673 / -0.5673 hartree. For the largest force on an atom, the calculation gives 3.1 eV/Å.

Here are the Mulliken charges for atoms 1 to 6, given in e: atom 1 (C): 0.356, atom 2 (H): 0.311, atom 3 (C): -0.747, atom 4 (N): -0.387, atom 5 (H): 0.346, atom 6 (H): 0.283

=====

# 3
C2H5N4 | ωB97M-V/def2-TZVPD

Structure (ORCA input):
```
! wB97M-V def2-TZVPD RIJCOSX def2/J DEFGRID3
* xyz 1 1
C 1.885 1.675 0.255
H -1.061 -1.747 1.161
N 0.954 0.720 0.417
H 1.354 -0.166 0.739
N -0.896 -1.732 0.157
C -0.181 0.591 -0.282
N -0.995 -0.505 -0.313
H -1.834 -0.490 -0.841
H -0.373 1.427 -0.903
H -1.367 -2.375 -0.541
N 2.514 2.603 0.153
*
```

The energy above the lowest of the compared OMol25 structures with the same formula, charge and spin comes out at 199.81 kJ/mol. The calculation puts the highest occupied orbital energy at -0.5520 hartree. For the largest force on an atom, the calculation gives 5.4 eV/Å.

Here are the Mulliken charges for atoms 1 to 6, given in e: atom 1 (C): 0.259, atom 2 (H): 0.276, atom 3 (N): -0.198, atom 4 (H): 0.300, atom 5 (N): -0.639, atom 6 (C): 0.130

=====

# 4
C2H5N4O | ωB97M-V/def2-TZVPD

Structure (ORCA input):
```
! wB97M-V def2-TZVPD RIJCOSX def2/J DEFGRID3
* xyz 1 1
N 1.713 1.451 -0.142
N -2.893 0.352 -0.510
H -2.545 -0.566 1.311
H -1.175 -2.177 -0.491
H 1.959 2.222 -0.779
H 0.783 -1.329 -0.777
N -1.062 -1.180 -0.009
O -3.850 0.808 0.046
N -2.198 -0.476 0.318
C 0.178 -0.676 -0.202
C 0.771 0.565 -0.237
H 2.471 1.451 0.562
*
```

The energy above the lowest of the compared OMol25 structures with the same formula, charge and spin comes out at 591.01 kJ/mol. The calculation puts the highest occupied orbital energy at -0.4976 hartree. For the largest force on an atom, the calculation gives 3.5 eV/Å.

Here are the Mulliken charges for atoms 1 to 6, given in e: atom 1 (N): -0.308, atom 2 (N): 0.139, atom 3 (H): 0.237, atom 4 (H): 0.319, atom 5 (H): 0.301, atom 6 (H): 0.315

=====

# 5
C2H5N4O | ωB97M-V/def2-TZVPD

Structure (ORCA input):
```
! wB97M-V def2-TZVPD RIJCOSX def2/J DEFGRID3
* xyz 1 3
H -0.621 -2.038 -0.319
H 1.948 -1.793 0.173
N 1.587 0.237 0.107
H -2.455 1.288 -0.578
H -2.800 0.058 0.287
O 2.760 0.532 0.152
C 0.472 1.055 0.006
N -1.976 0.607 0.006
N -0.119 -1.234 0.082
C -0.658 0.295 0.028
H 0.628 2.058 0.002
N 1.235 -1.064 0.056
*
```

The energy above the lowest of the compared OMol25 structures with the same formula, charge and spin comes out at 103.07 kJ/mol. The calculation puts the highest occupied orbital energy (spin up / spin down) at -0.4328 / -0.5179 hartree. For the largest force on an atom, the calculation gives 4.7 eV/Å.

Here are the Mulliken charges for atoms 1 to 6, given in e: atom 1 (H): 0.314, atom 2 (H): 0.278, atom 3 (N): 0.700, atom 4 (H): 0.249, atom 5 (H): 0.261, atom 6 (O): -0.555

=====

# 6
C2H5N4O3P | ωB97M-V/def2-TZVPD

Structure (ORCA input):
```
! wB97M-V def2-TZVPD RIJCOSX def2/J DEFGRID3
* xyz 0 1
H 0.206 1.837 0.592
C 1.698 0.507 0.505
N 3.149 -1.088 0.104
O -1.977 1.418 0.862
C 3.016 0.082 0.695
O 1.120 1.669 0.899
H -3.597 0.088 -0.498
N -0.156 -0.550 -0.715
N 2.055 -1.422 -0.516
H -0.782 -1.494 -0.628
P -1.706 1.262 -0.566
O -2.820 0.153 -1.147
N 1.108 -0.512 -0.206
H -0.107 -0.387 -1.815
H 3.706 0.528 1.486
*
```

The energy above the lowest of the compared OMol25 structures with the same formula, charge and spin comes out at 42.56 kJ/mol. The calculation puts the highest occupied orbital energy at -0.3396 hartree. For the largest force on an atom, the calculation gives 4.7 eV/Å.

Here are the Mulliken charges for atoms 1 to 6, given in e: atom 1 (H): 0.222, atom 2 (C): 0.653, atom 3 (N): -0.319, atom 4 (O): -0.484, atom 5 (C): -0.423, atom 6 (O): -0.417